[1]
Molecular formula: C46H41BrCoN7O5S3
Method: DFT, the ωB97M-V functional and the def2-TZVPD basis

Each line ends with the Mulliken charge.
Element x y z (Å)
Co: 0.408 -0.039 -0.038  -0.92
O: 3.043 2.639 2.114  -0.25
C: 3.936 1.680 2.438  -0.13
C: 5.194 2.093 2.869  -0.67
C: 6.130 1.164 3.280  -0.46
C: 5.824 -0.191 3.269  -0.98
C: 4.572 -0.597 2.836  -0.81
C: 3.619 0.315 2.394  0.41
C: 2.209 -0.098 2.016  0.96
O: 1.635 0.752 1.102  -0.36
N: 2.175 -1.446 1.434  -0.49
N: 0.865 -1.754 1.105  0.41
C: 0.515 -2.957 1.354  -0.67
C: -0.736 -3.675 1.131  0.09
Br: -2.271 -2.840 0.423  0.06
C: -0.828 -4.997 1.383  -0.99
C: -0.115 -5.807 2.381  0.83
C: -0.231 -7.197 2.291  -0.66
C: 0.379 -8.027 3.215  -0.54
C: 1.110 -7.482 4.260  -0.41
C: 1.214 -6.103 4.379  -0.73
C: 0.606 -5.272 3.453  -0.05
H: 2.268 2.185 1.710  0.33
H: 5.402 3.155 2.874  0.48
H: 7.101 1.499 3.622  0.39
H: 6.550 -0.923 3.594  0.39
H: 4.351 -1.658 2.848  0.21
H: 1.611 -0.137 2.951  0.22
H: 2.608 -2.163 2.007  0.25
H: 1.276 -3.606 1.786  0.54
H: -1.584 -5.537 0.821  0.34
H: -0.807 -7.624 1.478  0.35
H: 0.281 -9.101 3.122  0.38
H: 1.577 -8.127 4.992  0.38
H: 1.755 -5.670 5.211  0.40
H: 0.651 -4.202 3.599  0.57
C: -2.695 1.982 -3.875  -0.45
O: -3.833 1.334 -3.290  -0.44
C: -4.196 0.151 -3.881  0.77
C: -5.409 0.115 -4.557  -0.63
C: -5.850 -1.041 -5.175  -0.54
C: -5.063 -2.183 -5.122  -0.69
C: -3.868 -2.161 -4.428  -1.12
C: -3.420 -1.008 -3.780  0.28
N: -2.164 -1.092 -3.142  0.89
C: -1.711 -0.604 -1.948  -0.70
N: -2.558 0.097 -1.187  0.25
C: -2.375 0.503 0.150  -1.80
C: -1.175 0.433 0.833  2.50
C: -1.160 0.763 2.187  -0.40
C: -2.314 1.173 2.829  -1.34
C: -3.514 1.279 2.134  -0.46
C: -3.541 0.941 0.795  1.42
O: -4.659 0.974 0.007  -0.34
C: -5.789 1.660 0.511  -1.06
N: -0.505 -0.909 -1.532  0.82
C: 0.392 -1.593 -2.404  -0.44
C: 0.893 -2.839 -2.048  0.02
C: 1.858 -3.482 -2.809  -1.09
C: 2.338 -2.870 -3.953  -0.76
C: 1.842 -1.636 -4.346  -0.69
C: 0.864 -0.998 -3.591  0.68
O: 0.308 0.183 -3.945  0.06
C: 1.054 1.041 -4.795  -1.15
H: -2.466 2.832 -3.238  0.27
H: -2.945 2.321 -4.883  0.36
H: -1.831 1.317 -3.908  0.10
H: -5.986 1.030 -4.592  0.48
H: -6.795 -1.048 -5.701  0.40
H: -5.382 -3.094 -5.610  0.40
H: -3.262 -3.057 -4.363  0.49
H: -1.550 -1.790 -3.534  0.33
H: -3.425 0.403 -1.606  0.37
H: -0.233 0.726 2.741  0.17
H: -2.284 1.429 3.881  0.47
H: -4.411 1.606 2.640  0.44
H: -6.493 1.732 -0.313  0.26
H: -5.519 2.662 0.851  0.43
H: -6.252 1.109 1.334  0.33
H: 0.511 -3.305 -1.152  0.25
H: 2.230 -4.451 -2.504  0.45
H: 3.100 -3.351 -4.553  0.41
H: 2.218 -1.167 -5.244  0.48
H: 0.561 2.009 -4.748  0.26
H: 1.053 0.679 -5.826  0.36
H: 2.079 1.144 -4.435  0.47
S: 4.670 5.376 0.026  -0.31
C: 3.247 4.551 -0.140  0.22
S: 3.062 3.150 -1.151  -0.18
C: 1.415 2.965 -0.628  0.08
N: 1.032 3.866 0.204  -0.77
N: 2.047 4.755 0.467  0.76
C: 1.752 5.756 1.442  0.24
C: 2.182 7.063 1.275  -0.45
C: 1.862 8.008 2.238  -0.66
C: 1.114 7.654 3.351  -0.40
C: 0.679 6.344 3.499  -0.80
C: 0.996 5.390 2.548  -0.07
S: 0.387 1.745 -1.340  -0.14
H: 2.762 7.334 0.406  0.40
H: 2.199 9.028 2.112  0.37
H: 0.871 8.396 4.101  0.38
H: 0.093 6.060 4.364  0.37
H: 0.667 4.366 2.650  0.48

For the molar mass, the calculation gives 1006.9 g mol⁻¹. The value obtained for the energy above the lowest of the compared OMol25 structures with the same formula, charge and spin is 0.000 eV. The calculation puts the HOMO energy at -7.2 eV. As for the net charge: 0. The calculation puts the lowest unoccupied orbital energy at -0.0365 hartree.

=====

[2]
Molecular formula: C46H41Cl2CoO2P2S
Method: DFT, the ωB97M-V functional and the def2-TZVPD basis

Each line ends with the Mulliken charge.
Element x y z (Å)
Co: -0.310 0.066 1.029  1.27
O: 0.048 1.577 2.435  -0.70
C: -0.339 2.034 1.370  -0.09
C: -0.629 3.079 0.503  -0.28
C: -0.722 4.441 0.912  -0.38
C: -1.159 5.375 0.005  -0.64
C: -1.518 5.020 -1.308  -0.89
C: -1.423 3.691 -1.710  0.00
C: -0.969 2.727 -0.831  -0.24
P: -0.709 0.968 -1.131  1.34
C: -2.058 0.486 -2.257  1.11
C: -1.862 0.134 -3.588  -0.59
C: -2.957 -0.110 -4.413  -0.75
C: -4.246 -0.006 -3.915  -0.65
C: -4.450 0.332 -2.582  -0.66
C: -3.362 0.575 -1.759  -0.60
C: 0.791 0.869 -2.158  0.61
C: 1.420 1.992 -2.680  -1.11
C: 2.579 1.853 -3.439  -0.31
C: 3.104 0.593 -3.687  -0.88
C: 2.464 -0.536 -3.185  -0.69
C: 1.318 -0.394 -2.421  -0.76
H: -0.469 4.716 1.928  0.60
H: -1.241 6.410 0.313  0.46
H: -1.869 5.776 -1.997  0.46
H: -1.710 3.405 -2.717  0.57
H: -0.860 0.050 -3.991  0.45
H: -2.795 -0.375 -5.450  0.44
H: -5.094 -0.182 -4.565  0.41
H: -5.454 0.411 -2.187  0.50
H: -3.528 0.852 -0.724  0.32
H: 1.013 2.978 -2.495  0.45
H: 3.065 2.732 -3.843  0.44
H: 4.008 0.489 -4.275  0.40
H: 2.857 -1.525 -3.391  0.51
H: 0.827 -1.274 -2.029  0.68
C: 1.067 -5.243 -2.631  -0.80
C: 1.886 -4.379 -1.911  -0.51
C: 1.330 -3.521 -0.976  -0.43
C: -0.049 -3.522 -0.741  0.43
C: -0.860 -4.388 -1.464  -0.85
C: -0.299 -5.247 -2.405  -0.60
P: -0.668 -2.374 0.540  1.67
C: 0.293 -2.894 2.008  -0.19
C: 0.592 -1.876 2.907  -0.17
C: 1.320 -2.104 4.062  -1.26
C: 1.775 -3.390 4.315  -0.65
C: 1.503 -4.420 3.419  -0.81
C: 0.762 -4.178 2.270  -0.06
C: -2.357 -2.958 0.894  0.51
C: -3.357 -2.636 -0.027  -0.63
C: -4.667 -3.028 0.190  -0.84
C: -4.997 -3.735 1.342  -0.72
C: -4.014 -4.042 2.270  -0.66
C: -2.694 -3.655 2.049  -0.76
H: 1.498 -5.914 -3.363  0.39
H: 2.956 -4.379 -2.075  0.53
H: 1.972 -2.850 -0.413  0.49
H: -1.928 -4.412 -1.293  0.41
H: -0.938 -5.925 -2.956  0.44
H: 0.248 -0.871 2.666  0.54
H: 1.533 -1.294 4.748  0.56
H: 2.346 -3.593 5.211  0.41
H: 1.872 -5.418 3.620  0.46
H: 0.553 -4.986 1.579  0.52
H: -3.109 -2.067 -0.919  0.68
H: -5.434 -2.775 -0.532  0.49
H: -6.020 -4.045 1.514  0.40
H: -4.268 -4.587 3.171  0.43
H: -1.935 -3.899 2.781  0.36
C: 3.159 6.623 1.141  -1.58
C: 3.110 5.123 1.256  0.79
C: 2.957 4.324 0.122  -0.59
C: 2.903 2.944 0.223  -0.23
C: 3.000 2.357 1.476  0.45
C: 3.125 3.126 2.624  -0.72
C: 3.189 4.506 2.503  -0.71
S: 2.895 0.601 1.645  0.30
C: 4.413 0.137 0.852  -1.10
O: 1.847 0.129 0.643  0.18
H: 3.428 6.934 0.132  0.38
H: 3.881 7.048 1.837  0.41
H: 2.184 7.059 1.373  0.29
H: 2.877 4.791 -0.853  0.43
H: 2.769 2.327 -0.660  0.06
H: 3.164 2.654 3.598  0.48
H: 3.292 5.116 3.393  0.41
H: 4.368 0.477 -0.184  0.28
H: 4.499 -0.948 0.900  0.44
H: 5.236 0.611 1.387  0.44
Cl: -2.783 0.234 1.780  -0.05
C: -3.329 -0.157 3.448  -0.43
Cl: -2.067 0.035 4.646  -0.11
H: -3.649 -1.193 3.434  0.16
H: -4.143 0.521 3.668  0.46

Its multiplicity is 4. For the molar mass, the calculation gives 849.7 g mol⁻¹. The calculation puts the HOMO energy (alpha / beta) at -8.4 / -11.1 eV. As for the net charge: +1. The calculation puts the lowest unoccupied orbital energy (alpha / beta) at -0.0777 / -0.0804 hartree.